{"formula": "C27H20Cl4O2PPt", "method": "wB97M-V/def2-TZVPD", "max_force_ev_per_a": 0.52, "homo_lumo_gap_ha": [0.2260, 0.1720], "homo_ev": [-9.35, -11.46], "multiplicity": 5, "s2": 6.035, "charge": 1, "symbols": ["Pt", "C", "C", "C", "C", "C", "C", "C", "P", "C", "C", "C", "C", "C", "C", "C", "C", "C", "C", "C", "C", "C", "C", "H", "H", "H", "H", "H", "H", "H", "H", "H", "H", "H", "H", "H", "H", "H", "H", "H", "H", "H", "H", "Cl", "C", "C", "Cl", "C", "Cl", "C", "O", "C", "O", "C", "Cl"], "coordinates": [[1.764, -0.262, 0.450], [-3.534, -0.485, -0.180], [-2.920, 0.601, -1.024], [-3.689, 1.214, -2.009], [-3.172, 2.211, -2.823], [-1.859, 2.626, -2.671], [-1.072, 2.027, -1.700], [-1.591, 1.026, -0.878], [-0.443, 0.362, 0.353], [-0.644, -1.458, 0.327], [-0.477, -1.972, -0.973], [-0.546, -3.326, -1.227], [-0.772, -4.199, -0.171], [-0.934, -3.705, 1.113], [-0.878, -2.341, 1.397], [-1.101, -1.898, 2.817], [-0.772, 1.106, 1.937], [-1.976, 1.713, 2.292], [-2.129, 2.215, 3.570], [-1.080, 2.112, 4.479], [0.125, 1.538, 4.109], [0.307, 1.035, 2.822], [1.633, 0.456, 2.387], [-4.619, -0.400, -0.194], [-3.203, -0.436, 0.858], [-3.269, -1.475, -0.558], [-4.719, 0.903, -2.133], [-3.802, 2.667, -3.577], [-1.452, 3.407, -3.299], [-0.041, 2.336, -1.569], [-0.307, -1.285, -1.795], [-0.426, -3.697, -2.235], [-0.827, -5.265, -0.345], [-1.119, -4.391, 1.930], [-1.414, -2.744, 3.425], [-1.870, -1.127, 2.881], [-0.193, -1.488, 3.260], [-2.781, 1.795, 1.572], [-3.057, 2.688, 3.863], [-1.203, 2.499, 5.482], [0.941, 1.487, 4.819], [1.962, -0.328, 3.076], [2.388, 1.248, 2.445], [5.897, -0.940, -5.186], [5.166, -0.277, -3.807], [5.589, 0.932, -3.299], [6.853, 1.784, -4.037], [4.963, 1.486, -2.135], [5.459, 2.955, -1.513], [3.898, 0.808, -1.449], [3.367, 1.271, -0.424], [3.430, -0.478, -2.013], [2.477, -1.086, -1.485], [4.097, -0.988, -3.176], [3.573, -2.458, -3.780]], "mulliken_charge": [1.646, -1.391, 1.186, -0.841, -0.692, -0.773, -0.806, 0.777, 0.030, 0.352, -0.518, -0.984, -0.725, -0.828, 0.900, -1.284, 1.257, -0.761, -0.823, -0.698, -0.699, 0.142, -1.554, 0.537, 0.115, 0.265, 0.454, 0.411, 0.439, 0.510, 0.457, 0.491, 0.424, 0.429, 0.477, 0.258, 0.205, 0.445, 0.461, 0.411, 0.515, 0.552, 0.513, -0.118, 0.335, 0.249, -0.112, 0.318, -0.058, 0.433, -0.782, 0.149, -0.947, 0.317, -0.064]}



{"formula": "C27H20ClIMoN9OSe3", "method": "wB97M-V/def2-TZVPD", "max_force_ev_per_a": 0.22, "homo_lumo_gap_ha": [0.2483, 0.2483], "homo_ev": [-10.23, -10.23], "charge": 1, "symbols": ["Mo", "Se", "Se", "C", "C", "C", "C", "C", "N", "C", "C", "C", "C", "C", "N", "H", "H", "H", "H", "H", "H", "H", "H", "Cl", "C", "C", "C", "I", "C", "O", "C", "N", "C", "C", "C", "C", "H", "H", "H", "H", "N", "C", "N", "C", "N", "N", "C", "N", "C", "C", "C", "C", "C", "N", "H", "H", "H", "H", "H", "H", "H", "H", "Se"], "coordinates": [[0.002, 0.589, 0.610], [3.196, 0.645, 2.705], [1.644, 1.667, 4.054], [0.191, 0.429, 3.980], [-0.411, 0.213, 5.217], [-1.507, -0.618, 5.319], [-1.949, -1.244, 4.167], [-1.302, -0.972, 2.981], [-0.260, -0.132, 2.846], [3.040, 1.943, 1.291], [4.192, 2.647, 0.972], [4.136, 3.619, -0.012], [2.913, 3.873, -0.607], [1.815, 3.127, -0.219], [1.863, 2.148, 0.694], [0.010, 0.694, 6.089], [-1.988, -0.787, 6.273], [-2.786, -1.927, 4.167], [-1.659, -1.437, 2.082], [5.104, 2.432, 1.510], [5.019, 4.180, -0.287], [2.797, 4.633, -1.367], [0.847, 3.312, -0.664], [3.614, 0.638, -5.404], [3.096, 0.378, -3.771], [3.955, -0.179, -2.868], [3.558, -0.405, -1.533], [4.888, -1.243, -0.170], [2.293, -0.075, -1.105], [1.819, -0.260, 0.103], [1.419, 0.524, -2.052], [0.197, 0.862, -1.544], [-0.693, 1.399, -2.356], [-0.416, 1.649, -3.710], [0.810, 1.336, -4.225], [1.784, 0.752, -3.386], [4.952, -0.452, -3.184], [-1.653, 1.654, -1.928], [-1.183, 2.096, -4.326], [1.044, 1.525, -5.264], [-3.629, 1.752, -0.471], [-3.641, 0.412, -0.396], [-4.814, -0.159, -0.664], [-4.801, -1.481, -0.760], [-5.959, -2.112, -0.984], [-3.694, -2.239, -0.652], [-2.603, -1.575, -0.337], [-2.480, -0.261, -0.128], [-1.387, -2.423, -0.179], [-1.482, -3.787, -0.408], [-0.386, -4.591, -0.157], [0.756, -3.997, 0.348], [0.777, -2.626, 0.529], [-0.263, -1.830, 0.241], [-4.540, 2.178, -0.537], [-2.905, 2.245, 0.034], [-6.797, -1.574, -1.112], [-5.966, -3.109, -1.100], [-2.419, -4.185, -0.761], [-0.431, -5.658, -0.330], [1.634, -4.577, 0.596], [1.662, -2.141, 0.907], [-1.022, 2.503, 1.244]], "mulliken_charge": [-0.089, 0.079, 0.052, 0.141, -0.796, -0.443, -1.076, -0.255, 0.757, 0.078, -0.730, -0.329, -1.043, -0.269, 0.840, 0.430, 0.422, 0.476, 0.613, 0.458, 0.461, 0.485, 0.438, -0.249, 0.660, -0.440, 0.063, 0.046, 0.181, -0.065, 0.113, 0.826, -0.219, -1.304, -0.980, -0.368, 0.470, 0.480, 0.471, 0.480, -0.080, 0.264, -0.720, 0.246, -0.334, -0.778, 0.118, 0.782, 0.702, -0.832, -0.622, -1.133, -0.548, 0.866, 0.305, -0.109, 0.254, 0.238, 0.577, 0.445, 0.488, 0.563, -0.558]}



{"formula": "C27H20ClIrN4O5", "method": "wB97M-V/def2-TZVPD", "max_force_ev_per_a": 0.44, "homo_lumo_gap_ha": [0.2745, 0.2174], "homo_ev": [-10.99, -11.40], "multiplicity": 2, "s2": 0.765, "charge": 1, "symbols": ["Ir", "O", "C", "N", "C", "C", "C", "C", "C", "C", "N", "C", "O", "C", "C", "C", "C", "C", "N", "C", "C", "C", "C", "C", "N", "H", "H", "H", "H", "H", "H", "H", "H", "H", "H", "H", "H", "C", "C", "C", "C", "Cl", "C", "C", "C", "O", "C", "C", "O", "O", "H", "H", "H", "H", "H", "H", "H", "H"], "coordinates": [[-0.932, -0.577, -0.174], [-3.487, 2.092, -1.816], [-2.566, 1.448, -1.379], [-2.605, 0.129, -0.949], [-3.720, -0.636, -0.738], [-5.051, -0.263, -0.993], [-6.038, -1.204, -0.842], [-5.740, -2.520, -0.447], [-4.451, -2.909, -0.176], [-3.423, -1.962, -0.288], [-2.084, -2.219, -0.077], [-1.522, -3.389, -0.583], [-1.937, -4.512, -0.485], [-0.344, -3.037, -1.457], [0.385, -3.997, -2.125], [1.372, -3.584, -3.009], [1.582, -2.229, -3.202], [0.818, -1.317, -2.493], [-0.119, -1.719, -1.633], [-1.178, 2.059, -1.226], [-0.940, 3.358, -1.626], [0.333, 3.885, -1.458], [1.323, 3.101, -0.890], [1.017, 1.806, -0.501], [-0.206, 1.301, -0.673], [-5.269, 0.742, -1.318], [-7.067, -0.934, -1.035], [-6.547, -3.232, -0.338], [-4.215, -3.910, 0.150], [0.152, -5.037, -1.949], [1.961, -4.313, -3.550], [2.330, -1.867, -3.893], [0.948, -0.250, -2.607], [-1.753, 3.923, -2.060], [0.548, 4.899, -1.768], [2.327, 3.473, -0.746], [1.756, 1.154, -0.051], [2.539, 2.515, 3.927], [3.136, 1.846, 2.721], [3.918, 2.586, 1.835], [4.541, 1.978, 0.759], [5.478, 2.940, -0.339], [4.432, 0.611, 0.549], [3.645, -0.131, 1.409], [2.983, 0.484, 2.465], [2.238, -0.332, 3.303], [0.862, -0.057, 3.340], [0.140, -0.321, 2.043], [0.659, -1.005, 1.098], [-1.013, 0.176, 1.831], [3.160, 3.355, 4.235], [2.468, 1.821, 4.764], [1.541, 2.909, 3.726], [4.067, 3.644, 2.009], [4.957, 0.141, -0.271], [3.525, -1.197, 1.278], [0.648, 0.978, 3.616], [0.418, -0.694, 4.108]], "mulliken_charge": [0.823, -0.648, 0.303, 0.207, 1.115, -1.140, -0.544, -0.641, -0.690, 0.199, -0.037, 0.234, -0.583, 0.516, -0.693, -0.278, -0.936, 0.067, 0.097, 0.382, -0.572, -0.598, -0.695, -0.377, 0.098, 0.490, 0.422, 0.414, 0.554, 0.518, 0.459, 0.444, 0.497, 0.572, 0.463, 0.412, 0.830, -1.992, 1.251, -0.759, 0.154, -0.193, -0.608, -0.328, 0.242, -0.553, -0.781, 0.896, -0.660, -0.656, 0.482, 0.398, 0.334, 0.457, 0.480, 0.490, 0.217, 0.444]}